Molecular formula: C8H8NO4S
Method: DFT, ωB97M-V/def2-TZVPD

E_HOMO = -4.603 eV
lowest unoccupied orbital energy = 2.57 eV
total energy = -1063.447466 hartree
HOMO-LUMO gap = 7.17 eV
energy above the lowest of the compared OMol25 structures with the same formula, charge and spin = 4.078 eV

Structure (ORCA input):
```
! RIJCOSX wB97M-V def2-TZVPD def2/J DEFGRID3
* xyz -1 1
C 1.91509 -0.52647 -1.69691
C 0.95864 0.18732 -2.32618
C 1.92709 -0.76142 -0.38521
C -0.04646 0.75467 -1.59946
C 0.90255 -0.23395 0.39063
C -0.13481 0.50770 -0.21252
C -1.39507 2.59109 0.12513
C -1.27791 1.09715 0.43870
N -1.26849 0.50564 2.84571
O -0.65767 3.42425 0.62118
O -3.88602 1.04187 0.92165
O -2.48627 2.68981 -0.62641
O -2.76469 -0.94923 -0.04083
S -2.96709 0.73399 -0.15984
H 2.85814 -0.75509 -2.20479
H 0.95879 0.44347 -3.42567
H 2.66245 -1.39177 0.09278
H -0.73316 1.37906 -2.08913
H 0.92085 -0.39731 1.43165
H -0.38754 0.99460 3.05171
H -3.53154 -1.37774 0.34933
H -2.06566 0.91843 3.27788
*
```

Molecular formula: C4H8N2O
Method: DFT, ωB97M-V/def2-TZVPD

E_HOMO (spin up / spin down) = -3.198 / -10.879 eV
<S²> = 2.00
lowest unoccupied orbital energy (spin up / spin down) = 0.40 / -4.22 eV
total energy = -341.656090 hartree
HOMO-LUMO gap (spin up / spin down) = 3.60 / 6.66 eV
energy above the lowest of the compared OMol25 structures with the same formula, charge and spin = 3.728 eV

Structure (ORCA input):
```
! RIJCOSX wB97M-V def2-TZVPD def2/J DEFGRID3
* xyz 0 3
C -0.79781 -2.72876 -0.95667
C 1.48179 0.36293 0.56371
C 0.28249 0.77537 -0.12534
C -0.54717 1.82841 0.68108
N 0.45817 -0.60326 0.20711
N -1.28624 -2.30477 -1.99190
O -0.54695 -3.44427 -0.02411
H 2.50726 0.59226 0.08427
H 1.60445 0.55096 1.58694
H 0.18208 1.01085 -1.19693
H -1.10377 1.29310 1.44060
H -1.18828 2.34730 -0.05498
H 0.11603 2.64244 1.09453
H -0.04412 -0.93112 1.08474
H -1.11794 -1.39144 -2.39306
*
```

Molecular formula: C3H6BrI
Method: DFT, ωB97M-V/def2-TZVPD

E_HOMO (spin up / spin down) = -8.692 / -8.384 eV
lowest unoccupied orbital energy (spin up / spin down) = -0.57 / -0.28 eV
total energy = -2989.481263 hartree
HOMO-LUMO gap (spin up / spin down) = 8.13 / 8.10 eV
energy above the lowest of the compared OMol25 structures with the same formula, charge and spin = 3.646 eV

Structure (ORCA input):
```
! RIJCOSX wB97M-V def2-TZVPD def2/J DEFGRID3
* xyz 0 1
C 0.97049 -0.56117 -0.11240
C -1.34180 1.04094 0.50854
C -1.41642 -0.07248 -0.42236
Br -3.05396 2.14496 0.12804
I -2.48781 -1.86426 -0.04132
H 1.53933 0.35935 -0.32656
H 0.65005 -0.76833 0.91913
H 1.12926 -1.44896 -0.77074
H -1.40535 0.81689 1.53734
H -0.48726 1.54171 0.13873
H -1.46509 0.02721 -1.45876
*
```

Molecular formula: C10H19N4
Method: DFT, ωB97M-V/def2-TZVPD

E_HOMO (spin up / spin down) = -11.111 / -11.112 eV
lowest unoccupied orbital energy (spin up / spin down) = -5.88 / -5.87 eV
total energy = -611.024227 hartree
HOMO-LUMO gap (spin up / spin down) = 5.23 / 5.24 eV
energy above the lowest of the compared OMol25 structures with the same formula, charge and spin = 4.908 eV

Structure (ORCA input):
```
! RIJCOSX wB97M-V def2-TZVPD def2/J DEFGRID3
* xyz 1 1
C 2.70012 0.17958 0.44622
C -1.15580 -0.24716 2.33555
C -0.01670 0.76743 2.26901
C -1.54481 -0.49283 -2.37718
C -1.57650 -0.71278 0.91381
C -0.75680 -1.28880 -1.44321
C -0.20826 1.69888 1.07994
C -0.71425 0.39783 -3.31063
C -0.46172 -0.62902 -0.05418
C -0.18327 0.85702 -0.24315
N 0.35172 1.03853 -2.57913
N 0.18899 1.29967 -1.37415
N 3.50213 -0.65393 1.12776
N 2.93799 0.67720 -0.70210
H -0.78095 -0.99286 3.00129
H -2.05316 0.31695 2.79424
H 0.20586 1.22788 3.23815
H 0.96782 0.27458 2.26964
H -2.29204 -1.00738 -3.04818
H -2.05031 0.18708 -1.78620
H -1.95289 -1.70118 1.10370
H -2.46296 0.02179 0.68682
H -1.27010 -2.33357 -1.30692
H 0.23561 -1.65370 -1.79928
H -1.24234 2.17715 1.11321
H 0.55683 2.42408 1.06574
H -0.15600 -0.04982 -4.23753
H -1.52502 0.96559 -3.90140
H 0.42628 -1.06242 0.37273
H 3.07740 -0.93294 1.99485
H 4.31119 -1.23793 0.90366
H 2.21790 1.24890 -1.16086
H 3.79549 0.39348 -1.12233
*
```

Molecular formula: C3H6N2O
Method: DFT, ωB97M-V/def2-TZVPD

E_HOMO = -8.796 eV
lowest unoccupied orbital energy = 0.67 eV
total energy = -302.583183 hartree
HOMO-LUMO gap = 9.46 eV
energy above the lowest of the compared OMol25 structures with the same formula, charge and spin = 2.991 eV

Structure (ORCA input):
```
! RIJCOSX wB97M-V def2-TZVPD def2/J DEFGRID3
* xyz 0 1
N -0.19173 -2.18153 0.33600
C -0.27785 -0.82331 0.36810
O -1.14265 -0.27547 1.04995
N 0.71504 -0.12211 -0.28502
C 0.34547 1.08913 -0.99744
C 0.17911 1.54202 0.35612
H 0.38403 -2.68298 -0.31603
H -0.88510 -2.67611 0.87379
H 1.20324 1.48424 -1.52613
H -0.56273 1.04954 -1.59751
H 1.02502 1.73106 0.99247
H -0.79183 1.86553 0.74572
*
```

Molecular formula: C3H8N2O3S
Method: DFT, ωB97M-V/def2-TZVPD

E_HOMO = -9.770 eV
lowest unoccupied orbital energy = 0.56 eV
total energy = -852.551258 hartree
HOMO-LUMO gap = 10.33 eV
energy above the lowest of the compared OMol25 structures with the same formula, charge and spin = 0.000 eV

Structure (ORCA input):
```
! RIJCOSX wB97M-V def2-TZVPD def2/J DEFGRID3
* xyz 0 1
C -0.44397 -0.18755 0.38148
C 1.85209 -0.60732 -0.34067
C 1.12924 1.65291 0.34591
N 0.80284 0.26000 0.14425
N -0.73181 -1.47714 0.14689
O -3.37448 -1.07363 0.25628
O -2.83628 0.65865 -1.34639
O -1.31029 0.58225 0.87129
S -3.21010 0.35893 0.01697
H 1.71320 -0.85273 -1.39822
H 2.80374 -0.09243 -0.23070
H 1.89233 -1.52902 0.24229
H 1.88417 1.75835 1.12803
H 1.50589 2.08662 -0.58216
H 0.22590 2.17722 0.64755
H -0.16703 -2.02685 -0.47478
H -1.73544 -1.68826 0.19198
*
```

Molecular formula: C29H28N2NiO6S2
Method: DFT, ωB97M-V/def2-TZVPD

E_HOMO (spin up / spin down) = -7.172 / -7.172 eV
<S²> = 2.00
lowest unoccupied orbital energy (spin up / spin down) = -0.30 / -0.34 eV
total energy = -3987.541060 hartree
HOMO-LUMO gap (spin up / spin down) = 6.87 / 6.84 eV
energy above the lowest of the compared OMol25 structures with the same formula, charge and spin = 0.382 eV

Structure (ORCA input):
```
! RIJCOSX wB97M-V def2-TZVPD def2/J DEFGRID3
* xyz 0 3
Ni 0.35945 -1.29969 1.06640
O 2.37741 -1.18501 0.83739
S 3.38797 -0.07417 1.11240
C 2.57455 0.99871 2.34685
C 2.58822 2.51983 2.17508
C 1.19994 3.16236 2.30524
C 0.38814 3.24315 1.00130
S -0.74308 1.86139 0.82199
O 0.19590 0.69650 0.56210
C -1.47393 2.25723 -0.74583
C -1.24025 1.43547 -1.83455
C -1.87108 1.72143 -3.03783
C -2.72491 2.80762 -3.13755
C -2.96554 3.61272 -2.03108
C -2.34838 3.33465 -0.82338
C 3.52363 0.88850 -0.36912
C 2.62210 0.77883 -1.41489
C 2.81279 1.55509 -2.54903
C 3.89564 2.41957 -2.63427
C 4.81394 2.49312 -1.59608
C 4.63969 1.71145 -0.46406
H 3.04152 0.69405 3.28292
H 1.56169 0.60087 2.36726
H 3.00633 2.81502 1.21507
H 3.24771 2.94979 2.92956
H 1.32350 4.18486 2.66484
H 0.61984 2.64613 3.07519
H 1.01676 3.23572 0.10764
H -0.23388 4.13882 0.98227
H -0.59038 0.57892 -1.73234
H -1.70495 1.08101 -3.89342
H -3.22328 3.01842 -4.07321
H -3.64970 4.44649 -2.10233
H -2.57014 3.93733 0.04785
H 1.78448 0.10596 -1.33858
H 2.10775 1.48499 -3.36666
H 4.03699 3.02236 -3.52082
H 5.67285 3.14600 -1.67176
H 5.36280 1.74830 0.34165
O -6.16991 -0.64555 2.92895
C -5.84280 -0.95243 1.77162
O -6.51860 -1.02311 0.72861
C -4.33012 -1.14332 1.55990
C -3.83848 -1.50605 0.30947
C -2.47927 -1.63463 0.11995
N -1.60309 -1.41174 1.10306
C -2.05905 -1.08501 2.32863
C -3.40816 -0.95208 2.58495
C -0.98878 -0.86007 3.38773
O -1.29258 -0.58954 4.52929
O 0.24337 -0.98345 2.95490
H -4.55386 -1.66074 -0.48652
H -2.05734 -1.91106 -0.84039
H -3.76076 -0.68624 3.57251
N 0.67199 -3.34569 1.10656
C 0.53861 -3.99262 -0.17175
C -0.34000 -5.05584 -0.32032
C -0.53495 -5.62094 -1.57185
C 0.15834 -5.13792 -2.67143
C 1.04495 -4.08254 -2.51211
C 1.23201 -3.49782 -1.26769
H 0.03181 -3.75772 1.77666
H 1.61893 -3.40522 1.47369
H -0.88568 -5.42921 0.53714
H -1.23314 -6.43930 -1.68402
H 0.00906 -5.58020 -3.64676
H 1.59388 -3.70135 -3.36314
H 1.93155 -2.68242 -1.14383
*
```

Molecular formula: C20H22N4O2RhSSi
Method: DFT, ωB97M-V/def2-TZVPD

E_HOMO (spin up / spin down) = -10.370 / -11.847 eV
<S²> = 6.02
lowest unoccupied orbital energy (spin up / spin down) = -2.50 / -5.15 eV
total energy = -1942.792777 hartree
HOMO-LUMO gap (spin up / spin down) = 7.87 / 6.70 eV

Structure (ORCA input):
```
! RIJCOSX wB97M-V def2-TZVPD def2/J DEFGRID3
* xyz 1 5
Rh -0.03730 0.67867 0.85421
N 1.96528 -0.33948 0.90751
N 2.50949 0.32382 2.04365
C 1.65855 0.41706 3.18370
O 2.13434 0.55601 4.27717
O 0.38388 0.37172 2.88747
H 1.93942 -1.34988 1.03982
H 2.54060 -0.13091 0.09870
H 3.45702 0.05985 2.28176
C -4.39530 3.81189 -1.74129
C -4.24528 3.47288 -0.40210
C -2.98311 3.25258 0.11813
C -1.84546 3.38059 -0.68805
C -2.01654 3.70853 -2.03760
C -3.28072 3.92800 -2.55912
Si -0.11964 3.09931 -0.07927
C 0.48231 3.71600 1.56760
C 1.80604 4.16376 1.66819
C 2.33321 4.55939 2.88485
C 1.55075 4.49961 4.02940
C 0.23930 4.04840 3.95263
C -0.28669 3.65596 2.73648
H -5.38341 3.98490 -2.14615
H -5.11480 3.38296 0.23492
H -2.88920 2.98249 1.16361
H -1.15378 3.80681 -2.68554
H -3.39495 4.19358 -3.60122
H 0.86895 3.36862 -1.14771
H 2.42712 4.20828 0.78058
H 3.35402 4.91219 2.94394
H 1.96394 4.79751 4.98320
H -0.36755 3.99370 4.84571
H -1.30742 3.29292 2.70287
N -1.42220 -1.66232 3.15006
C -1.87511 -2.00984 1.95336
S -1.76386 -0.89342 0.62704
N -2.45647 -3.19849 1.79631
C -3.14610 -3.74312 0.66999
C -2.92492 -5.08598 0.39001
C -3.59274 -5.68376 -0.66536
C -4.47287 -4.94131 -1.43960
C -4.69762 -3.60691 -1.14046
C -4.04676 -2.99942 -0.07671
H -0.72797 -0.89805 3.22773
H -1.44322 -2.32211 3.91550
H -2.37670 -3.83771 2.57589
H -2.22765 -5.65888 0.98862
H -3.42028 -6.72855 -0.88340
H -4.99129 -5.40628 -2.26623
H -5.40019 -3.03106 -1.72712
H -4.26503 -1.97212 0.17189
*
```

Molecular formula: C10H37BKO11
Method: DFT, ωB97M-V/def2-TZVPD

E_HOMO = -11.763 eV
lowest unoccupied orbital energy = -2.90 eV
total energy = -1854.653589 hartree
HOMO-LUMO gap = 8.86 eV

Structure (ORCA input):
```
! RIJCOSX wB97M-V def2-TZVPD def2/J DEFGRID3
* xyz 1 1
O 0.35992 1.94741 1.21059
H -0.45832 2.44820 1.17465
H 0.32148 0.98854 1.18424
H 0.79884 2.09901 2.05081
K -0.14649 -1.49365 -1.75530
B 0.12380 -0.15671 0.35848
H 1.15816 -0.42634 0.21138
H -0.22507 0.70489 -0.18941
H -0.56408 -0.98037 0.24608
H 0.03776 0.20378 1.37183
C 4.43585 -1.71756 0.43882
C 2.82793 -1.47622 0.30954
O 2.45111 -1.26740 -1.06359
O 5.02777 -0.45539 0.21929
H 4.83800 -2.37885 -0.32869
H 4.83207 -2.17547 1.34514
H 2.42029 -0.72701 0.98822
H 2.35870 -2.41321 0.60949
H 2.59102 -0.31816 -1.09472
H 5.97078 -0.60581 0.12078
C -3.18409 -0.60380 -0.02833
C -4.27021 -1.68820 0.16067
O -4.11506 -2.66969 -0.76910
O -2.06342 -1.09600 0.82883
H -3.69836 0.17821 0.53032
H -2.95860 -0.45766 -1.08469
H -5.28923 -1.35363 -0.03366
H -4.42859 -2.17413 1.12341
H -3.35329 -3.16101 -0.45301
H -1.56447 -0.34398 1.15611
C -1.17979 2.63085 -1.05758
C -2.02900 3.43836 0.05556
O -1.39637 2.92770 1.23529
O -1.68055 2.94962 -2.40055
H -1.27015 1.55468 -0.90994
H -0.15566 3.00400 -1.05304
H -3.10464 3.27098 0.00012
H -1.94959 4.48820 -0.22664
H -1.61650 3.33806 2.07477
H -2.56816 3.29845 -2.29069
C 0.02475 -2.20203 2.05153
C -0.43569 -3.39803 1.19005
O -0.90366 -2.94161 -0.11746
O 1.28728 -1.66393 1.79072
H 0.03609 -2.55934 3.08124
H -0.62710 -1.33158 2.12572
H -1.23079 -3.99404 1.63805
H 0.32902 -4.17434 1.16441
H -1.66721 -2.38857 0.06350
H 1.11825 -1.04257 1.07872
C 1.44714 1.00001 -2.54677
C 1.57392 2.35107 -1.79115
O 1.71904 2.21498 -0.44476
O 0.18292 0.50305 -2.10120
H 2.32003 0.34754 -2.56780
H 1.42456 1.30563 -3.59280
H 0.77349 3.08870 -1.73343
H 2.45811 2.86159 -2.17283
H 2.64846 2.09943 -0.23398
H 0.23764 0.59309 -1.14700
*
```

Molecular formula: C3H4N2O3
Method: DFT, ωB97M-V/def2-TZVPD

E_HOMO = -10.520 eV
structure (SMILES) = O=CN/N=C/C(=O)O
lowest unoccupied orbital energy = -0.55 eV
total energy = -451.877015 hartree
HOMO-LUMO gap = 9.97 eV
energy above the lowest of the compared OMol25 structures with the same formula, charge and spin = 2.795 eV

Structure (ORCA input):
```
! RIJCOSX wB97M-V def2-TZVPD def2/J DEFGRID3
* xyz 0 1
O 1.67004 2.31835 -0.26742
C 0.52021 2.32118 -0.62196
N -0.45434 1.26977 -0.52298
N -0.19892 0.08074 0.18703
C -0.79656 -1.06836 0.09580
C 0.12746 -2.21378 0.59672
O -0.28099 -3.38914 0.55782
O 1.38283 -1.93291 1.04846
H 0.03141 3.06479 -1.27650
H -1.48826 1.49692 -0.61447
H -1.79398 -1.14302 -0.39602
H 1.28112 -0.80454 1.21352
*
```

Molecular formula: H4O2
Method: DFT, ωB97M-V/def2-TZVPD

E_HOMO (spin up / spin down) = -18.378 / -17.383 eV
<S²> = 0.75
lowest unoccupied orbital energy (spin up / spin down) = -4.57 / -12.46 eV
total energy = -152.442282 hartree
HOMO-LUMO gap (spin up / spin down) = 13.81 / 4.93 eV
energy above the lowest of the compared OMol25 structures with the same formula, charge and spin = 0.941 eV

Structure (ORCA input):
```
! RIJCOSX wB97M-V def2-TZVPD def2/J DEFGRID3
* xyz 1 2
O 1.56284 -0.04180 -0.85847
H 1.51992 0.74166 -1.40673
H 0.73005 -0.05046 -0.38666
O -0.97292 -0.03539 0.70800
H -1.90907 0.12087 0.58377
H -0.93083 -0.73489 1.36006
*
```

Molecular formula: C5H5NO
Method: DFT, ωB97M-V/def2-TZVPD

E_HOMO = -9.323 eV
structure (SMILES) = CC1=NC=CC1=O
lowest unoccupied orbital energy = -1.16 eV
total energy = -323.393822 hartree
HOMO-LUMO gap = 8.16 eV
energy above the lowest of the compared OMol25 structures with the same formula, charge and spin = 3.425 eV

Structure (ORCA input):
```
! RIJCOSX wB97M-V def2-TZVPD def2/J DEFGRID3
* xyz 0 1
C 1.83657 -0.65217 0.02864
C 0.63785 0.02874 0.08012
N 0.38436 1.33255 0.11512
C -1.00176 1.40528 -0.13027
C -1.78027 0.28755 0.21158
C -0.88378 -0.74138 0.01424
O -1.35824 -1.91553 -0.01621
H 1.85320 -1.07092 1.03495
H 2.66160 -0.03145 -0.16325
H 1.99499 -1.28851 -0.91854
H -1.44871 2.45857 -0.25549
H -2.89580 0.18727 -0.00089
*
```